Formula: C44H88O33
Source: OMol25
Level of theory: ωB97M-V/def2-TZVPD

Summary:
Total charge: 0
Spin multiplicity: 1
HOMO, Eh: -0.390
Energy relative to the best compared isomer or geometry (same formula, charge and spin), kcal per mole: 39.3
Orbital gap, eV: 11.02
Structure (SMILES): CCOC(=O)OC.CCOC(=O)OC.CCOC(=O)OC.CCOC(=O)OC.CCOC(=O)OC.CCOC(=O)OC.CCOC(=O)OC.CCOC(=O)OC.CCOC(=O)OC.CCOC(=O)OC.CCOC(=O)OC

Each line ends with the Mulliken charge.
CARTESIAN COORDINATES (ANGSTROEM)
O  -0.20  1.63  1.82  -0.233
O  -4.32  -4.53  -2.81  -0.066
O  3.05  0.27  4.66  -0.168
O  1.68  4.71  0.27  -0.101
O  3.39  5.39  4.53  -0.398
O  -4.92  3.34  -4.17  -0.349
O  -5.99  -3.15  1.96  -0.620
O  5.41  -0.50  -1.80  -0.508
O  4.32  7.07  5.62  -0.309
O  -3.32  4.02  -2.91  -0.387
O  3.27  5.60  -0.89  -0.233
O  -6.02  -4.04  -0.11  -0.071
O  -4.07  1.91  -2.65  -0.553
O  4.34  -4.47  -0.51  -0.355
O  6.14  0.58  -3.63  -0.383
O  -4.70  -2.47  -2.38  0.230
O  -0.39  -0.15  0.53  -0.287
O  -1.13  -0.95  4.21  -0.090
O  4.07  -0.01  -3.56  -0.367
O  -0.04  -3.23  -7.64  -0.323
O  5.12  0.20  5.54  -0.628
O  0.21  -2.43  3.46  0.403
O  -2.24  -2.72  -7.62  -0.540
O  -5.82  -3.41  -4.09  -0.590
O  -4.49  -4.68  1.23  -0.285
O  -1.86  1.54  0.37  -0.587
O  -1.84  -3.10  4.16  -0.613
O  -0.85  -2.15  -5.95  -0.188
O  2.35  -3.71  0.25  -0.465
O  1.15  6.34  -1.17  -0.564
O  4.29  -2.57  0.46  -0.341
O  4.29  2.05  4.59  0.016
O  4.71  6.86  3.45  -0.581
C  5.21  0.01  -2.86  0.745
C  -2.44  3.88  -1.79  -0.534
C  2.90  -0.31  -2.81  0.181
C  4.55  7.13  7.99  -1.213
C  3.79  -5.76  -0.76  -0.694
C  0.65  -3.75  3.21  -0.761
C  5.55  2.71  4.76  -0.253
C  -2.36  -0.54  4.86  -0.282
C  -1.16  -2.70  -7.12  0.620
C  -0.12  -3.56  -9.02  -0.665
C  -5.04  -3.48  -3.18  0.340
C  3.67  5.71  -2.27  -0.690
C  3.53  -3.58  0.04  0.716
C  4.18  6.46  4.45  0.744
C  1.96  5.61  -0.67  0.557
C  -0.16  5.08  1.86  -1.438
C  4.23  0.79  4.99  0.563
C  3.62  -1.61  1.29  0.580
C  -1.36  -1.43  -3.74  -0.423
C  -0.90  1.03  0.88  0.570
C  -5.74  2.28  -4.71  0.202
C  -5.42  -1.24  -2.54  -1.077
C  2.49  -1.76  -2.93  -0.506
C  0.96  1.08  2.43  1.044
C  -5.59  -3.93  1.13  0.662
C  2.91  -1.10  4.94  -0.323
C  -1.17  -0.99  -0.32  -0.151
C  4.50  -0.38  1.46  -0.698
C  -6.27  2.81  -6.03  -1.310
C  -2.09  -1.93  0.43  -0.583
C  -8.48  -4.28  0.25  -1.461
C  -3.52  -6.06  -4.49  -1.150
C  -2.29  0.96  4.98  -1.092
C  -1.00  -2.26  4.01  0.353
C  6.21  2.76  3.40  -1.063
C  3.04  4.76  3.29  -0.497
C  -4.57  -5.77  -3.47  -0.358
C  7.33  0.99  -2.96  -0.658
C  -4.11  2.99  -3.18  0.802
C  -3.75  -4.52  2.43  -0.269
C  -1.93  -1.97  -5.03  -0.033
C  3.86  6.44  6.83  0.025
C  0.32  4.45  0.57  0.845
C  -7.31  -3.65  -0.50  -0.034
H  -2.16  -1.36  -3.00  -0.119
H  -5.57  -5.68  -3.91  0.363
H  -1.49  3.51  -2.20  0.257
H  -0.91  -0.45  -3.90  0.489
H  -0.30  4.83  -0.24  0.086
H  -1.24  4.98  1.97  0.397
H  3.88  -1.59  5.09  0.466
H  4.20  8.16  7.96  0.302
H  -2.27  4.82  -1.30  0.264
H  0.06  -4.28  2.45  0.238
H  -5.49  2.64  -6.78  0.307
H  1.74  1.74  2.78  -0.747
H  -2.81  -1.38  1.06  0.433
H  4.04  6.72  -2.44  0.274
H  0.00  6.16  1.79  0.470
H  5.44  3.72  5.15  0.060
H  -9.44  -3.98  -0.17  0.404
H  -1.74  -0.46  -1.08  0.452
H  -8.48  -4.11  1.33  0.348
H  -2.79  3.12  -1.10  0.341
H  -2.52  -6.10  -4.05  0.293
H  5.63  6.99  7.97  0.311
H  -7.45  -2.57  -0.42  0.261
H  -7.43  -3.96  -1.53  0.234
H  3.96  5.36  6.78  0.209
H  2.09  0.38  -3.09  0.337
H  4.00  4.62  2.78  0.267
H  3.49  -2.11  2.26  0.088
H  -3.47  -5.30  -5.28  0.226
H  1.50  -1.93  -2.53  -0.063
H  -0.65  -2.08  -3.23  0.070
H  2.77  6.54  6.93  0.248
H  0.66  0.47  3.29  0.110
H  -2.45  -2.92  -4.89  -0.023
H  2.80  -5.70  -1.22  0.280
H  -3.21  -0.82  4.25  0.292
H  2.61  -1.34  0.97  -0.204
H  -4.65  -6.58  -2.74  0.365
H  -2.99  1.38  5.69  0.450
H  4.26  0.28  0.62  0.153
H  -5.45  -0.77  -1.56  0.283
H  0.60  -4.36  4.12  0.381
H  7.21  3.19  3.42  0.413
H  -0.25  -2.67  -9.63  0.314
H  2.27  -1.29  5.81  0.289
H  2.39  -1.73  4.21  -0.378
H  -8.38  -5.37  0.14  0.337
H  -6.54  3.86  -5.96  0.325
H  -0.43  -1.58  -0.87  -0.338
H  -2.61  -1.19  -5.39  0.292
H  5.59  3.18  2.62  0.187
H  -4.85  -0.60  -3.22  0.318
H  3.03  -0.05  -1.76  -0.067
H  -6.41  -1.40  -2.97  0.428
H  4.47  5.00  -2.45  0.199
H  1.70  -3.79  2.92  0.093
H  2.60  -2.18  -3.93  0.449
H  -7.10  2.24  -6.45  0.385
H  4.42  -6.32  -1.43  0.261
H  -2.43  1.43  4.00  0.197
H  -5.13  1.39  -4.83  0.048
H  0.11  3.39  0.59  -0.303
H  0.35  4.73  2.75  0.192
H  -0.86  -4.31  -9.26  0.287
H  7.96  1.38  -3.76  0.254
H  -2.36  -1.03  5.84  0.368
H  5.55  -0.62  1.56  0.555
H  2.42  5.44  2.72  0.477
H  6.15  2.15  5.47  0.546
H  0.86  -3.97  -9.28  0.238
H  -2.77  -2.40  -0.29  0.240
H  1.39  0.34  1.75  0.072
H  3.21  -2.33  -2.33  0.004
H  2.81  5.53  -2.92  0.350
H  7.81  0.23  -2.36  0.279
H  4.16  0.15  2.35  -0.236
H  -4.25  -4.66  3.39  0.347
H  6.41  1.73  3.06  0.283
H  -1.54  -2.63  1.06  -0.021
H  7.14  1.82  -2.27  0.287
H  -3.64  -7.08  -4.86  0.409
H  -3.35  -3.51  2.46  -0.159
H  -2.88  -5.18  2.41  0.284
H  -6.53  2.05  -3.99  0.268
H  2.71  3.73  3.36  -0.124
H  -1.29  1.29  5.28  0.219
H  4.13  6.73  8.92  0.380
H  3.72  -6.28  0.20  0.296



Formula: C54H55CoGeN3O3P2
Source: OMol25
Level of theory: ωB97M-V/def2-TZVPD

Summary:
Total charge: 0
<S²>: 0.7634
Spin multiplicity: 2
HOMO (alpha / beta), Eh: -0.293 / -0.292
Energy relative to the best compared isomer or geometry (same formula, charge and spin), kcal per mole: 0.0
Orbital gap (alpha / beta), eV: 8.13 / 8.33

Each line ends with the Löwdin spin population.
CARTESIAN COORDINATES (ANGSTROEM)
Ge  -2.83  -1.03  -2.47  0.000
Co  0.64  -0.39  1.56  1.020
P  0.34  1.90  1.28  -0.019
P  2.64  -0.39  0.33  -0.021
O  0.76  -0.78  3.95  0.019
O  -1.27  -0.59  1.89  -0.011
O  -0.97  -0.46  -0.28  0.034
N  0.71  -6.66  1.00  0.000
N  -0.04  -4.39  0.33  -0.001
N  0.76  -2.29  1.28  -0.006
C  -3.11  0.92  -2.42  0.000
C  -4.30  1.36  -1.84  0.000
C  3.08  -4.02  -1.53  0.000
C  0.40  -3.32  0.87  -0.001
C  2.02  0.35  -1.23  0.000
C  1.22  -0.03  5.06  0.001
C  -4.61  -2.42  -6.07  0.000
C  3.17  -2.07  -0.13  -0.002
C  2.46  0.73  4.68  0.000
C  4.30  0.35  0.55  -0.005
C  -1.43  -1.32  4.96  0.000
C  3.99  -2.75  0.76  -0.001
C  2.78  5.59  2.61  0.000
C  -3.83  3.64  -2.41  0.000
C  4.80  0.68  1.80  0.000
C  -3.85  2.93  2.85  0.000
C  6.10  1.17  1.95  0.000
C  1.29  3.34  1.89  -0.004
C  -4.12  -1.66  -3.82  0.000
C  -1.34  2.32  1.82  -0.003
C  -0.99  -3.09  -3.18  0.000
C  5.14  0.48  -0.56  -0.001
C  2.72  -2.70  -1.28  -0.001
C  -3.17  -1.02  0.51  0.000
C  -2.29  1.89  -3.00  0.000
C  -1.12  -1.71  -3.15  0.000
C  -2.87  2.43  3.69  0.000
C  -2.33  2.81  0.98  -0.001
C  -3.70  -2.03  -5.10  0.000
C  0.38  2.21  -0.52  -0.001
C  3.89  -4.70  -0.63  -0.001
C  1.00  -1.55  -4.32  0.000
C  -3.59  3.12  1.50  0.000
C  6.91  1.33  0.83  0.000
C  1.73  1.85  -1.15  0.000
C  3.41  4.38  2.39  0.000
C  -2.64  3.23  -2.98  0.000
C  -5.97  -2.45  -5.78  0.000
C  -1.62  2.12  3.18  -0.001
C  1.40  5.68  2.47  0.000
C  6.43  0.97  -0.42  0.000
C  -0.10  -0.95  -3.71  0.000
C  0.11  -3.71  -3.76  0.000
C  4.35  -4.07  0.51  0.000
C  2.67  3.26  2.04  0.000
C  -0.14  -1.83  4.34  0.001
C  0.39  -5.58  0.72  0.000
C  -5.49  -1.69  -3.55  0.000
C  -6.41  -2.08  -4.52  0.000
C  1.10  -2.93  -4.35  0.000
C  0.66  4.57  2.10  -0.001
C  -3.40  -1.83  -0.77  0.000
C  -4.67  2.69  -1.84  0.000
C  -1.72  -0.67  0.70  0.002
H  -0.41  1.61  -0.96  0.000
H  -4.26  -2.71  -7.05  0.000
H  -6.68  -2.76  -6.53  0.000
H  -0.35  -2.38  3.43  0.000
H  -3.08  2.26  4.74  0.000
H  -1.91  -0.60  4.29  0.000
H  -3.51  -1.56  1.39  0.000
H  1.77  -0.93  -4.76  0.000
H  -4.83  3.18  3.25  0.000
H  1.11  -0.20  -1.49  0.000
H  2.82  1.32  5.52  0.000
H  3.24  0.02  4.40  0.000
H  -2.15  2.95  -0.07  0.000
H  4.19  0.54  2.68  0.000
H  4.49  4.29  2.50  0.000
H  -4.98  0.63  -1.39  0.000
H  2.55  2.37  -0.64  0.000
H  0.90  6.63  2.64  0.000
H  7.06  1.07  -1.29  0.000
H  -3.72  -0.07  0.48  0.000
H  -0.41  4.66  2.00  0.000
H  2.75  0.15  -2.02  0.000
H  -2.11  -2.16  5.10  0.000
H  3.36  6.46  2.90  0.000
H  -4.46  -2.07  -0.86  0.000
H  -1.98  3.96  -3.44  0.000
H  6.47  1.41  2.93  0.000
H  4.97  -4.60  1.22  0.000
H  -1.37  1.61  -3.49  0.000
H  4.80  0.17  -1.54  0.000
H  -5.86  -1.41  -2.57  0.000
H  -4.11  4.69  -2.41  0.000
H  0.16  3.27  -0.70  0.000
H  2.26  1.41  3.85  0.000
H  -0.14  0.13  -3.69  0.000
H  4.15  -5.74  -0.82  0.000
H  -2.88  -2.80  -0.69  0.000
H  3.17  2.33  1.85  0.000
H  -1.27  -0.86  5.94  0.000
H  2.70  -4.51  -2.41  0.000
H  1.43  -0.71  5.89  0.000
H  4.34  -2.27  1.67  0.000
H  -1.76  -3.72  -2.74  0.000
H  1.73  2.24  -2.17  0.000
H  2.05  -2.20  -1.96  0.000
H  0.43  0.66  5.41  0.000
H  0.39  -2.49  5.03  0.000
H  0.19  -4.78  -3.76  0.000
H  -2.65  -2.02  -5.34  0.000
H  7.91  1.71  0.94  0.000
H  -5.62  2.99  -1.41  0.000
H  -0.86  1.69  3.82  0.000
H  -4.35  3.50  0.85  0.000
H  -7.46  -2.10  -4.28  0.000
H  1.96  -3.40  -4.82  0.000